[1]
Computed, not measured: the molecule C4H6O, with ωB97M-V/def2-TZVPD.

Properties
SMILES: C=C=C(C)O
Energy above the lowest of the compared OMol25 structures with the same formula, charge and spin (kcal per mole): 41.19
HOMO level (eV): -8.660
Gap between HOMO and LUMO (eV): 9.51

Positions of all 11 atoms, in Å:
C -1.40236 -0.68422 1.07253
C -0.74581 0.40640 0.74261
C 0.40791 0.48067 0.07956
C 0.49941 0.35502 -1.40021
O 1.57813 0.53114 0.74469
H -0.95510 -1.61959 0.72442
H -2.31378 -0.77379 1.64413
H 1.24462 -0.42302 -1.59795
H 0.79674 1.26640 -1.92461
H -0.47055 0.01631 -1.77359
H 1.36077 0.44468 1.68842

---

[2]
Computed, not measured: a cluster of 2 separate species, C5H9NO in total in a non-equilibrium geometry, with ωB97M-V/def2-TZVPD.

Properties
SMILES: C/N=C(/C)O.C#C
Energy above the lowest of the compared OMol25 structures with the same formula, charge and spin (kcal per mole): 94.53
HOMO level (eV): -9.436
Gap between HOMO and LUMO (eV): 10.15

Positions of all 16 atoms, in Å:
C 1.19901 -1.18515 0.86252
N 0.61670 0.01807 1.46423
C -0.49557 0.45957 1.03249
C -1.20568 1.70292 1.66293
O -1.31160 -0.11063 0.14746
H 2.22099 -0.84615 0.48718
H 1.45391 -1.79977 1.71292
H 0.59316 -1.44571 -0.10460
H -0.58188 2.09913 2.44713
H -2.24815 1.30322 2.03282
H -1.25638 2.47873 0.89740
H -2.12558 0.39930 0.05716
C 0.44735 -0.74516 -3.67831
C 1.16801 -0.83113 -2.72173
H -0.37426 -0.73853 -4.33713
H 1.89997 -0.75871 -1.96246

---

[3]
Computed, not measured: the ion C5H6N with charge +1 in a non-equilibrium geometry, with ωB97M-V/def2-TZVPD.

Properties
Energy above the lowest of the compared OMol25 structures with the same formula, charge and spin (kcal per mole): 183.66
HOMO level (eV): -15.337
Gap between HOMO and LUMO (eV): 9.75
Net charge: +1

Positions of all 12 atoms, in Å:
C 1.45747 0.51957 -1.27512
C 2.37413 0.20826 -2.11067
C 0.74150 1.01988 -0.08879
C -0.02861 0.27940 -1.03828
C -1.06442 -0.56598 1.10294
N 0.13041 -0.37281 0.28361
H 0.74694 1.85896 0.53115
H -0.89675 0.24107 -1.70440
H -1.43927 0.24254 1.56275
H -1.92918 -1.08985 0.49404
H -1.01204 -1.20429 1.98396
H 0.91981 -1.13676 0.25882

---

[4]
Computed, not measured: a cluster of 2 separate species, C3H7BrN in total in a non-equilibrium geometry, with ωB97M-V/def2-TZVPD.

Properties
Energy above the lowest of the compared OMol25 structures with the same formula, charge and spin (kcal per mole): 18.03
HOMO level (alpha / beta) (eV): -11.209 / -14.081
Gap between HOMO and LUMO (alpha / beta) (eV): 7.04 / 7.05
Multiplicity: 3
Net charge: +1

Positions of all 12 atoms, in Å:
C -0.18997 -2.30259 -0.41903
C 0.92537 -1.79505 -0.25987
C -0.04193 0.73154 0.79123
N 0.15295 1.84862 -0.22216
Br -1.92210 0.30962 0.82017
H -0.27523 -3.33048 -0.75261
H -1.12986 -1.75313 -0.11792
H 1.73730 -1.06587 -0.08109
H 0.11948 1.25290 1.84418
H 0.87229 2.52365 -0.06372
H 0.52542 1.32094 -1.09937
H -0.77371 2.25985 -0.43982